DFT (the ωB97M-V functional and the def2-TZVPD basis) results for a structure of composition C34H29Co2NO6P.

Geometry as XYZ:
```
73
Properties=species:S:1:pos:R:3:forces:R:3:mulliken_charge:R:1
O -3.187 -2.892 0.998 -0.214 0.551 -0.028 -0.49
C -2.367 -2.105 0.746 -0.078 -1.054 -0.292 -0.67
Co -1.196 -0.917 0.255 -0.669 -2.358 6.435 -0.05
C -1.297 0.677 1.046 -0.135 2.086 0.932 -0.43
O -1.498 1.732 1.500 0.146 -1.260 -0.589 -0.47
C -0.143 -1.875 1.248 1.733 -1.630 0.618 0.83
O 0.375 -2.629 1.971 -0.735 1.122 -0.731 -0.56
C -1.170 -0.621 -1.560 -0.655 0.296 -3.129 0.29
C -2.366 -0.371 -0.989 -0.287 2.147 -2.270 -0.97
C -3.779 -0.113 -1.150 1.413 -0.434 -1.851 1.74
C -4.136 1.149 -1.932 -0.231 -0.333 -0.544 -0.22
C -5.365 1.186 -2.620 0.261 0.459 0.410 -0.62
C -5.932 2.425 -2.921 0.204 0.021 -0.047 -0.41
C -5.235 3.605 -2.617 -0.131 -0.297 -0.163 -0.51
C -3.922 3.533 -2.153 0.017 -0.266 -0.212 -0.49
C -3.342 2.296 -1.849 -0.340 0.208 0.076 -0.04
Co 0.572 0.166 -0.997 1.514 1.109 -0.779 0.34
C 0.564 1.841 -0.573 -0.638 0.137 0.353 0.01
O 0.643 2.975 -0.337 0.255 0.473 -0.119 -0.53
C 1.278 0.217 -2.583 -0.094 -0.740 -0.137 -0.17
O 1.848 0.321 -3.592 -0.082 0.248 0.069 -0.56
P 2.361 -0.490 -0.003 -0.672 0.015 -0.645 1.66
C 2.592 -0.272 1.807 0.552 0.100 0.122 0.20
C 3.822 -0.567 2.411 -0.379 0.130 0.580 -0.50
C 3.982 -0.390 3.788 -0.078 0.038 -0.120 -0.72
C 2.928 0.113 4.559 -0.154 0.010 -0.041 -0.54
C 1.718 0.460 3.948 0.357 -0.125 -0.012 -0.52
C 1.567 0.280 2.573 -0.057 0.143 0.161 -0.24
C 2.713 -2.276 -0.291 0.462 -0.140 0.297 0.09
C 3.017 -3.165 0.748 0.201 -0.225 -0.428 -0.45
C 3.269 -4.511 0.469 -0.118 0.132 -0.159 -0.71
C 3.205 -4.979 -0.845 0.005 0.045 0.136 -0.58
C 2.905 -4.098 -1.888 0.011 0.345 0.238 -0.68
C 2.663 -2.749 -1.614 0.064 -0.315 0.161 -0.41
C 3.945 0.287 -0.557 0.253 -0.223 0.180 0.54
C 5.030 -0.456 -1.044 0.135 0.405 -0.016 -0.13
C 6.223 0.188 -1.392 -0.203 0.198 0.079 -0.65
C 6.339 1.576 -1.250 -0.060 -0.227 -0.019 -0.49
C 5.261 2.316 -0.754 -0.057 -0.243 -0.005 -0.74
C 4.070 1.676 -0.406 0.306 -0.077 -0.128 -0.56
H -1.008 -1.162 -2.502 -0.213 0.003 0.201 0.41
H -4.255 -0.986 -1.642 -0.879 0.003 0.039 -0.11
H -5.877 0.251 -2.878 0.102 0.361 0.353 0.34
H -6.919 2.469 -3.381 0.218 0.057 0.058 0.37
H -5.708 4.570 -2.799 0.152 -0.190 0.001 0.38
H -3.338 4.439 -2.030 -0.056 -0.079 0.010 0.41
H -2.297 2.224 -1.536 -0.387 -0.125 0.233 0.31
H 4.646 -0.942 1.807 -0.118 0.052 0.113 0.54
H 4.934 -0.647 4.255 -0.236 0.101 -0.067 0.37
H 3.046 0.245 5.639 0.018 -0.060 -0.380 0.35
H 0.887 0.865 4.533 0.325 -0.094 -0.159 0.44
H 0.637 0.590 2.096 0.495 -0.235 0.094 0.21
H 3.084 -2.810 1.776 -0.125 -0.155 -0.316 0.42
H 3.512 -5.184 1.292 -0.078 0.069 -0.239 0.38
H 3.391 -6.032 -1.057 -0.034 0.214 0.038 0.34
H 2.861 -4.448 -2.918 0.018 0.026 0.240 0.41
H 2.443 -2.058 -2.433 -0.020 -0.217 0.342 0.30
H 4.958 -1.541 -1.141 -0.011 0.345 0.019 0.28
H 7.060 -0.405 -1.766 -0.197 0.214 0.083 0.38
H 7.271 2.075 -1.524 -0.276 -0.128 0.085 0.34
H 5.347 3.397 -0.634 -0.008 -0.250 -0.034 0.38
H 3.242 2.258 0.002 0.139 -0.170 -0.170 0.28
O -4.195 1.375 2.445 -0.786 0.058 0.086 -0.50
C -5.547 1.154 2.004 0.535 0.123 0.406 -0.69
C -5.465 0.992 0.505 0.487 -0.079 -0.415 -0.26
N -4.388 -0.022 0.208 -1.463 -0.094 1.616 0.12
H -4.181 1.687 3.361 0.001 -0.166 -0.329 0.29
H -5.958 0.257 2.489 -0.057 0.150 -0.056 0.36
H -6.173 2.027 2.218 -0.068 -0.181 0.049 0.43
H -6.408 0.663 0.055 0.211 0.182 0.082 0.41
H -5.118 1.925 0.053 -0.291 -0.120 0.109 0.08
H -3.657 0.175 0.912 0.405 -0.210 -0.451 0.15
H -4.779 -0.947 0.443 0.374 0.123 -0.022 0.49
```
Forces are in eV/Å.

Results
relative energy (zero: lowest compared OMol25 entry of this formula, charge and spin)	0.222	eV
lowest unoccupied orbital energy	2.0	eV
total energy	-134041.63270	eV
E_HOMO	-1.65	eV
total charge	-1
multiplicity	1

---

DFT (the ωB97M-V functional and the def2-TZVPD basis) results for a cluster of 14 separate species, C34H30BrCl52FN4O6P in total.

Geometry as XYZ:
```
129
Properties=species:S:1:pos:R:3:forces:R:3:mulliken_charge:R:1
C 3.818 5.445 -0.013 0.287 -0.798 -0.703 -1.15
C 3.576 4.052 -0.635 0.851 -0.580 -0.445 0.14
C 4.511 3.537 -1.619 -1.661 -0.613 0.809 -1.38
C 4.263 2.262 -2.156 -0.086 0.145 0.032 -0.35
C 3.157 1.439 -1.779 0.632 0.933 0.205 0.64
C 3.075 0.063 -2.463 -0.287 -0.257 0.252 -2.13
C 2.240 -0.961 -1.661 -0.353 0.319 -0.463 -0.40
C 0.830 -0.957 -1.894 0.115 -0.722 1.486 1.12
C 0.192 0.054 -2.861 0.001 0.594 -0.904 -1.13
O 0.243 -0.063 -4.056 0.281 -0.296 1.090 -0.50
O -0.451 1.133 -2.273 0.257 -1.407 -0.255 0.22
Br -1.474 2.054 -3.500 0.125 0.093 0.230 0.04
C 0.018 -1.903 -1.210 0.817 0.658 -0.719 2.02
C -1.487 -1.912 -1.502 -0.328 -0.082 1.169 -2.86
C -2.300 -1.025 -0.468 -0.963 0.578 1.153 0.81
N -3.387 -0.242 -1.131 0.961 -0.851 0.092 -0.54
N -1.418 -0.125 0.302 -0.138 -0.202 -0.833 -0.13
N -2.970 -1.863 0.541 1.129 -0.272 -0.691 -0.43
C 0.666 -2.801 -0.300 -1.198 0.743 -0.337 0.47
C -0.254 -3.797 0.437 -0.242 -1.355 -0.006 0.27
C -0.147 -5.247 -0.181 1.066 0.884 -0.492 -1.52
F -0.008 -3.812 1.820 0.101 0.048 -0.750 -0.39
N 2.007 -2.778 -0.108 -0.371 -0.058 -0.031 0.11
C 2.638 -3.760 0.821 0.807 -0.241 0.229 -1.83
C 2.855 -3.176 2.242 0.400 0.411 1.761 0.36
C 4.085 -3.812 2.987 -1.060 -0.567 -0.353 -1.07
O 2.974 -1.738 2.226 -0.163 -0.187 -0.503 -0.37
C 2.821 -1.873 -0.742 -1.179 1.317 -1.394 1.18
P 4.649 -1.737 -0.510 3.180 -0.607 1.118 0.85
O 5.228 -2.408 0.671 -1.166 -0.368 -0.394 -0.41
O 5.156 -0.194 -0.474 -1.585 -1.299 -0.472 -0.21
O 5.309 -2.411 -1.833 -1.184 1.029 0.601 -0.57
C 2.250 1.937 -0.819 1.159 0.269 -0.532 0.41
C 2.493 3.232 -0.275 -0.034 0.000 0.153 -0.37
H 3.304 5.587 0.953 0.309 -0.081 -0.519 0.19
H 3.502 6.186 -0.767 -0.111 -0.118 0.854 0.26
H 4.918 5.582 0.074 -0.687 -0.023 0.295 0.34
H 5.420 4.088 -1.960 -2.125 -0.155 0.555 0.90
H 4.979 1.868 -2.900 -0.414 0.173 0.458 0.53
H 2.618 0.202 -3.467 0.190 -0.305 0.600 0.87
H 4.078 -0.369 -2.652 -0.477 0.513 0.089 0.86
H -1.757 -1.566 -2.523 0.574 -0.059 1.022 0.00
H -1.882 -2.942 -1.402 0.189 0.532 -0.411 0.95
H -3.152 -0.025 -2.099 -0.328 0.057 0.142 0.18
H -4.193 -0.863 -1.091 -0.014 0.534 -0.462 0.28
H -1.650 -0.163 1.291 -0.009 0.075 -0.261 0.28
H -1.582 0.814 -0.055 0.118 -0.158 0.419 -0.11
H -3.532 -2.590 0.104 -0.197 0.265 0.265 0.30
H -3.514 -1.288 1.181 0.186 -0.277 -0.498 -0.07
H -1.318 -3.523 0.353 0.832 0.533 0.068 -0.07
H -1.129 -5.650 -0.478 0.464 0.085 0.442 0.36
H 0.437 -5.930 0.465 -0.688 0.282 -0.162 0.46
H 0.465 -5.130 -1.106 -0.521 -0.366 0.404 0.36
H 3.581 -4.065 0.323 -0.422 0.380 0.588 0.65
H 2.052 -4.685 0.925 -0.057 0.701 -0.267 0.39
H 1.978 -3.382 2.889 0.248 -0.157 -0.875 0.75
H 3.737 -4.174 3.978 0.350 0.349 -0.499 0.38
H 4.889 -3.072 3.101 -0.301 -0.506 -0.288 -0.01
H 4.389 -4.717 2.424 0.330 0.556 0.353 0.32
H 2.563 -1.380 3.023 0.068 -0.196 -0.227 0.24
H 4.785 0.191 0.346 0.349 0.137 -0.234 0.22
H 5.982 -3.026 -1.484 0.078 0.179 -0.196 0.14
H 1.393 1.326 -0.497 0.444 0.491 0.021 0.84
H 1.809 3.626 0.498 0.616 -0.419 -0.624 -0.37
C -4.923 -3.264 4.014 -0.044 -0.131 0.149 0.23
Cl -6.512 -4.035 4.040 0.319 0.120 0.000 -0.02
Cl -3.696 -4.444 3.522 -0.045 0.097 -0.008 -0.09
Cl -4.941 -1.918 2.855 -0.408 -0.042 0.379 -0.09
Cl -4.536 -2.647 5.624 -0.012 -0.026 -0.157 -0.10
C 3.114 7.257 -4.031 0.068 0.070 -0.067 0.27
Cl 2.008 8.240 -3.058 0.061 -0.073 -0.032 -0.11
Cl 2.281 6.698 -5.489 0.049 0.030 0.111 -0.11
Cl 4.521 8.227 -4.489 -0.111 -0.078 0.043 -0.11
Cl 3.644 5.857 -3.081 -0.189 0.252 -0.875 0.02
C 9.540 -3.421 -2.279 0.196 0.167 -0.170 0.30
Cl 8.247 -4.226 -1.362 -0.035 -0.069 0.108 -0.11
Cl 9.359 -1.668 -2.124 -0.046 -0.119 0.015 -0.04
Cl 11.107 -3.917 -1.634 -0.190 0.024 -0.022 -0.08
Cl 9.425 -3.882 -3.982 -0.028 0.027 0.155 -0.08
C -9.668 -6.627 5.278 0.026 -0.099 0.080 0.37
Cl -8.492 -6.619 6.601 -0.076 0.010 -0.086 -0.10
Cl -9.374 -5.231 4.228 -0.149 -0.099 0.075 -0.06
Cl -9.494 -8.116 4.341 -0.028 0.129 0.046 -0.08
Cl -11.307 -6.540 5.949 0.248 -0.025 0.035 -0.10
C -13.234 -4.628 1.862 -0.056 -0.062 -0.003 0.29
Cl -12.143 -3.275 1.512 -0.041 -0.069 0.023 -0.09
Cl -13.308 -5.703 0.458 0.015 0.079 0.085 -0.10
Cl -12.627 -5.524 3.262 -0.233 0.126 -0.244 -0.02
Cl -14.852 -4.005 2.214 0.126 -0.035 -0.028 -0.09
C -7.161 1.495 -1.572 -0.079 0.045 0.096 0.29
Cl -7.002 1.290 0.180 -0.096 -0.435 -0.266 -0.07
Cl -6.324 0.162 -2.387 -0.172 0.025 -0.151 -0.10
Cl -8.868 1.493 -2.024 0.201 -0.044 0.013 -0.06
Cl -6.423 3.032 -2.064 -0.054 -0.215 -0.114 -0.10
C -6.550 5.070 2.324 -0.092 0.013 -0.140 0.20
Cl -4.885 5.583 2.648 -0.467 0.195 0.319 -0.05
Cl -6.593 4.285 0.740 0.413 0.634 0.457 0.10
Cl -7.075 3.920 3.565 0.055 0.060 -0.076 -0.10
Cl -7.620 6.477 2.337 0.123 -0.124 0.030 -0.06
C 7.646 -0.999 3.153 0.161 -0.120 -0.115 0.17
Cl 8.031 -2.011 1.753 0.076 0.159 0.214 0.01
Cl 7.049 -2.016 4.474 0.050 0.089 -0.057 -0.11
Cl 9.103 -0.147 3.683 -0.125 -0.024 -0.032 -0.10
Cl 6.402 0.190 2.719 0.037 0.013 0.077 -0.02
C -0.677 4.356 1.103 -0.161 0.204 -0.002 0.19
Cl -0.779 3.172 -0.215 -0.134 0.308 0.161 -0.18
Cl 0.190 3.640 2.472 -0.128 -0.013 0.056 -0.11
Cl 0.195 5.787 0.536 -0.119 -0.053 0.030 -0.05
Cl -2.311 4.811 1.604 0.536 -0.259 -0.237 -0.03
C -1.533 -3.266 -5.944 0.023 -0.072 -0.271 0.31
Cl -3.134 -4.017 -5.932 0.121 0.066 0.042 -0.11
Cl -0.314 -4.475 -6.368 -0.084 0.096 0.073 -0.11
Cl -1.502 -1.952 -7.124 0.006 -0.092 0.151 -0.10
Cl -1.178 -2.614 -4.329 -0.092 -0.626 -0.800 0.06
C 5.242 5.420 3.927 0.078 0.047 0.032 0.29
Cl 3.672 4.606 3.790 0.047 0.027 -0.020 -0.05
Cl 6.523 4.319 3.398 -0.104 0.041 0.004 -0.07
Cl 5.245 6.864 2.904 0.019 -0.067 0.135 -0.09
Cl 5.520 5.886 5.610 -0.037 -0.051 -0.146 -0.09
C -10.327 5.410 -0.450 -0.049 -0.011 0.007 0.26
Cl -11.282 6.450 0.616 0.090 -0.074 -0.069 -0.08
Cl -11.324 4.892 -1.819 0.069 0.018 0.082 -0.09
Cl -8.927 6.311 -1.054 -0.107 -0.061 -0.016 -0.07
Cl -9.780 3.985 0.449 -0.327 0.109 -0.054 -0.02
C 8.862 3.693 -2.794 0.202 0.014 0.012 0.27
Cl 9.581 5.273 -2.458 -0.082 -0.137 -0.013 -0.11
Cl 9.888 2.418 -2.118 -0.080 0.065 -0.029 -0.08
Cl 7.246 3.608 -2.051 1.731 -0.236 -0.292 -0.03
Cl 8.712 3.468 -4.542 -0.028 0.003 0.142 -0.11
```
Forces are in eV/Å.

Results
lowest unoccupied orbital energy	-4.1	eV
total energy	-787194.50463	eV
E_HOMO	-10.92	eV
total charge	+1
multiplicity	1

---

- What is the multiplicity in the second record?
  1

---

- Which value of total energy does entry 1 give?
  -134041.63270 eV

---

- The lowest lowest unoccupied orbital energy belongs to which entry?
  C34H30BrCl52FN4O6P

---

- Which formula does entry 2 have?
  C34H30BrCl52FN4O6P